[1]
{
  "formula": "C10H26CdClN2O3",
  "method": "wB97M-V/def2-TZVPD",
  "symbols": ["Cd", "Cl", "C", "O", "C", "C", "N", "C", "C", "O", "C", "H", "H", "H", "H", "H", "H", "H", "H", "H", "H", "H", "H", "H", "H", "H", "C", "C", "C", "O", "C", "N", "H", "H", "H", "H", "H", "H", "H", "H", "H", "H", "H"],
  "xyz": [[-31.15897, 14.96278, 18.02460], [-31.21849, 14.55135, 15.64108], [-27.91424, 15.45645, 17.54655], [-29.00324, 14.73901, 18.10064], [-28.59268, 13.45084, 18.58581], [-29.68778, 12.83037, 19.45886], [-31.00478, 12.90236, 18.73624], [-32.17952, 12.71210, 19.62720], [-33.40910, 13.03116, 18.75029], [-33.29878, 14.31540, 18.17438], [-34.50608, 14.85204, 17.61591], [-27.01035, 15.36826, 18.15781], [-28.13290, 16.52662, 17.63008], [-27.68900, 15.23639, 16.50365], [-27.68921, 13.56730, 19.18748], [-28.36592, 12.78466, 17.74795], [-29.66250, 13.29318, 20.44692], [-29.46855, 11.77069, 19.60946], [-30.97160, 12.03549, 18.20059], [-32.04938, 13.48432, 20.39433], [-32.22511, 11.74066, 20.11965], [-34.31571, 12.90232, 19.34940], [-33.42358, 12.31026, 17.92137], [-34.70942, 14.25664, 16.71987], [-34.26944, 15.84586, 17.25713], [-35.35476, 14.75547, 18.28961], [-32.62061, 17.71382, 21.05248], [-32.41960, 16.80542, 19.86297], [-32.50171, 17.64382, 18.55170], [-31.89323, 17.04496, 17.42529], [-32.12628, 17.79520, 16.25208], [-31.09130, 16.12771, 19.85071], [-33.54658, 18.26686, 20.86245], [-31.81664, 18.43721, 21.19930], [-32.76762, 17.15866, 21.97952], [-33.19499, 16.04125, 19.88958], [-32.02817, 18.61245, 18.75695], [-33.57561, 17.82797, 18.42535], [-31.68317, 17.32418, 15.38548], [-31.78372, 18.83409, 16.33748], [-33.19619, 17.96108, 16.07053], [-30.42644, 16.88200, 20.04219], [-31.06079, 15.62597, 20.74468]],
  "atomic_forces_ev_per_a": [[-0.128, 0.356, -2.343], [0.063, -0.130, -0.495], [0.534, 1.412, 0.165], [1.927, -0.900, 0.681], [-0.177, -0.329, 0.004], [0.094, -0.133, -0.565], [0.758, -2.276, 1.846], [0.114, 1.522, -0.626], [0.090, -1.154, 0.113], [-0.871, 0.243, 1.339], [0.503, -1.162, -1.064], [-0.077, -0.499, -0.047], [-0.361, -0.172, -0.264], [-0.261, -0.374, 0.045], [0.033, -0.024, -0.027], [-0.019, 0.165, -0.122], [-0.593, 0.228, -0.097], [0.349, 0.098, 0.178], [-0.175, 0.615, -0.825], [-0.387, -0.182, 0.190], [-0.138, -0.086, -0.181], [-0.069, 0.229, -0.123], [-0.199, -0.116, 0.150], [-0.253, 0.089, 0.012], [-0.164, 0.240, 0.328], [0.097, 0.358, 0.246], [-0.558, 0.218, -0.001], [0.578, 0.419, -0.886], [-0.429, 0.309, 1.145], [-0.630, 0.530, 0.741], [-0.693, 1.210, -0.712], [-0.444, 0.919, 2.385], [0.098, 0.121, 0.252], [0.052, -0.044, -0.138], [0.074, -0.061, -0.033], [0.098, -0.113, -0.244], [0.035, 0.023, -0.131], [0.088, 0.098, -0.507], [0.154, -0.329, 0.177], [0.583, -0.230, 0.275], [-0.092, -0.620, 0.072], [0.246, -0.224, -0.555], [0.149, -0.245, -0.357]],
  "mulliken_charge": [1.59, -0.58, -0.93, -0.12, -0.45, -0.94, -0.37, -0.84, -0.58, 0.16, -0.84, 0.37, 0.28, 0.27, 0.45, 0.40, 0.32, 0.48, 0.23, 0.22, 0.43, 0.46, 0.39, 0.30, 0.16, 0.31, -1.55, 0.46, -1.03, -0.16, -0.93, -0.75, 0.37, 0.43, 0.43, 0.00, 0.54, 0.50, 0.29, 0.33, 0.33, 0.30, 0.30],
  "total_charge": 1
}


[2]
{
  "formula": "C22H42N5S",
  "method": "wB97M-V/def2-TZVPD",
  "symbols": ["C", "C", "C", "C", "C", "N", "C", "N", "N", "C", "S", "C", "C", "C", "C", "C", "C", "C", "C", "N", "C", "H", "H", "H", "H", "H", "H", "H", "H", "H", "H", "H", "H", "H", "H", "H", "H", "H", "H", "H", "H", "H", "H", "H", "H", "H", "H", "H", "C", "C", "N", "C", "C", "C", "C", "H", "H", "H", "H", "H", "H", "H", "H", "H", "H", "H", "H", "H", "H", "H"],
  "xyz": [[5.86859, 0.68611, 2.26474], [4.36024, 0.87555, 1.65022], [3.51619, -0.55864, 1.50469], [2.16275, -0.20661, 0.58828], [0.88024, -0.77286, 1.43768], [-0.45503, -0.16511, 1.06928], [-1.20007, -0.38372, 2.40298], [-1.48356, -1.55466, 3.06967], [-1.60658, 0.95695, 3.04079], [-0.61114, 1.45429, 4.06701], [-0.72266, 3.28217, 4.46306], [0.08253, 4.34549, 3.14544], [1.73025, 4.22497, 3.12017], [-1.84005, 1.80408, 1.80901], [-0.54029, 1.33829, 0.92504], [-0.42259, 2.01880, -0.57610], [0.32527, 1.29678, -1.87431], [0.38024, 2.17285, -3.28846], [-0.33575, 3.64606, -3.25650], [-1.05615, 4.30237, -2.11330], [-1.06798, 3.50077, -0.84294], [6.25062, -0.43080, 2.20745], [6.58011, 1.40147, 1.62756], [5.83505, 1.08245, 3.37706], [3.69893, 1.67216, 2.24369], [4.43764, 1.28920, 0.53313], [4.20689, -1.34758, 0.93567], [3.23315, -1.02566, 2.54988], [2.17367, 0.94973, 0.40979], [2.26581, -0.82839, -0.41956], [1.06581, -0.68874, 2.59216], [0.78387, -1.94090, 1.21126], [-0.76942, -1.86688, 3.79269], [-2.35800, -2.11760, 2.98159], [-0.67126, 0.87844, 5.11009], [0.49837, 1.26379, 3.67054], [-0.28566, 4.14052, 2.04791], [-0.16056, 5.49453, 3.35837], [2.11388, 3.23124, 2.61196], [2.19528, 4.33105, 4.20312], [2.20326, 5.11526, 2.48712], [-2.10021, 2.93817, 1.93313], [-2.81687, 1.35151, 1.35076], [0.39832, 1.80829, 1.48597], [0.79236, 0.22620, -1.80379], [0.92875, 1.73522, -4.25029], [-0.27739, 4.27102, -4.27270], [-1.61567, 4.00209, 0.09292], [-4.25377, -4.34643, -3.49875], [-2.75545, -4.35084, -3.20360], [-2.03522, -3.19820, -3.74723], [-0.57774, -3.35004, -3.68878], [0.07071, -3.42130, -2.30978], [-2.53850, -1.87776, -3.36379], [-2.59671, -1.54869, -1.87562], [-4.44616, -4.27856, -4.57470], [-4.70700, -5.27549, -3.13535], [-4.76785, -3.51918, -2.99898], [-2.34984, -5.26658, -3.65395], [-2.61161, -4.44535, -2.12254], [-0.10421, -2.53687, -4.25833], [-0.30919, -4.26247, -4.23636], [0.11486, -2.43912, -1.83230], [1.10454, -3.77251, -2.40702], [-0.44464, -4.11561, -1.64042], [-3.54763, -1.76156, -3.77674], [-1.95358, -1.10044, -3.87281], [-2.98801, -2.37439, -1.27561], [-3.25826, -0.68973, -1.71487], [-1.61587, -1.26859, -1.48649]],
  "atomic_forces_ev_per_a": [[-0.401, 1.019, -0.096], [-0.356, -0.623, -0.895], [0.453, 0.655, -0.508], [0.803, -1.132, 0.778], [1.577, -2.022, -0.377], [-2.847, 0.661, 4.527], [-0.165, 3.686, -0.763], [1.800, -0.258, 0.367], [0.415, -2.327, -2.502], [2.734, -0.354, 0.650], [-0.281, -0.300, -0.499], [1.882, 0.825, -1.602], [0.492, 0.520, -0.037], [-0.439, -1.242, -1.262], [1.244, 3.045, -0.491], [-0.067, 1.130, -4.013], [-1.829, 4.267, -0.497], [-1.849, 1.074, 4.226], [0.306, -1.891, 1.653], [2.931, -5.801, 0.573], [1.279, -1.767, -1.494], [-0.859, 2.416, 0.136], [-1.385, -1.739, 1.607], [0.386, -1.056, -2.258], [1.534, -1.802, -1.114], [-0.127, -0.867, 2.415], [-1.571, 1.777, 1.266], [0.568, 1.020, -2.051], [-0.360, -2.301, 0.208], [-0.483, 1.621, 2.076], [0.047, 0.143, -2.135], [0.246, 2.591, 0.498], [-1.457, 0.435, -1.335], [1.137, 1.072, -0.115], [-0.305, 1.359, -2.389], [-2.263, 0.417, 0.868], [0.516, 0.294, 2.247], [0.155, -2.772, -0.022], [-0.909, 1.880, 1.146], [-1.126, -0.407, -2.226], [-1.220, -1.894, 1.242], [1.186, -2.323, 0.228], [1.845, 0.833, 0.543], [-1.769, -1.016, -0.999], [-1.056, 2.331, -0.148], [-1.433, 1.177, 2.377], [-0.298, -1.425, 2.654], [1.284, -1.013, -2.536], [-0.040, 0.116, 0.012], [-0.162, 0.074, -0.244], [0.386, 0.111, -0.094], [-0.187, -0.064, -0.356], [0.356, -0.004, 0.239], [-0.307, -0.166, -0.305], [-0.004, 0.301, 0.320], [0.073, 0.053, 0.162], [0.121, 0.141, -0.039], [0.032, -0.080, -0.090], [0.203, 0.283, 0.049], [-0.011, -0.095, 0.217], [-0.272, -0.044, 0.100], [-0.210, 0.045, 0.083], [-0.083, -0.050, 0.060], [-0.116, 0.015, -0.005], [0.012, 0.084, -0.062], [0.109, -0.172, 0.043], [0.100, -0.293, 0.012], [0.028, -0.017, -0.075], [0.060, -0.065, -0.030], [-0.055, -0.086, 0.081]],
  "mulliken_charge": [-0.92, 0.12, -0.69, -0.01, -0.85, 0.46, -0.23, -0.27, 0.09, -0.13, -0.05, 0.07, -0.70, -0.77, 1.13, 0.06, -0.03, -0.57, -0.15, -0.45, -0.28, 0.28, 0.26, 0.29, -0.29, 0.27, 0.37, 0.25, 0.22, 0.15, 0.46, 0.08, 0.28, 0.28, 0.28, 0.03, -0.22, 0.40, -0.06, 0.29, 0.35, 0.44, 0.21, -0.40, 0.18, 0.29, 0.31, 0.09, -1.43, -0.29, 0.16, -0.82, -0.60, -1.06, -0.37, 0.33, 0.43, 0.29, 0.45, 0.22, 0.37, 0.37, -0.10, 0.48, 0.28, 0.37, 0.34, 0.29, 0.46, -0.14],
  "total_charge": 1
}


Frontier orbital gap? In order: 9.3; 4.5 eV.